{
  "formula": "C46H37MnNO5P2",
  "method": "the ωB97M-V functional and the def2-TZVPD basis",
  "multiplicity": 5,
  "gap_ev": [6.757, 6.108],
  "max_force_ev_per_a": 1.44,
  "s2": 6.06,
  "charge": 3,
  "energy_ha": -4038.90594,
  "symbols": ["Mn", "O", "C", "O", "C", "C", "C", "C", "C", "N", "C", "O", "O", "H", "H", "H", "H", "H", "C", "C", "C", "C", "C", "C", "C", "C", "P", "C", "C", "C", "C", "C", "C", "C", "C", "C", "C", "C", "C", "C", "O", "C", "C", "C", "C", "C", "C", "P", "C", "C", "C", "C", "C", "C", "C", "C", "C", "C", "C", "C", "H", "H", "H", "H", "H", "H", "H", "H", "H", "H", "H", "H", "H", "H", "H", "H", "H", "H", "H", "H", "H", "H", "H", "H", "H", "H", "H", "H", "H", "H", "H", "H"],
  "xyz": [[-1.850, 0.079, -1.224], [1.565, 2.201, 0.509], [0.458, 1.921, -0.154], [0.532, 0.790, -0.921], [-0.722, 2.653, -0.243], [-0.912, 3.993, 0.193], [-2.006, 4.686, -0.245], [-2.920, 4.071, -1.120], [-2.741, 2.741, -1.413], [-1.718, 2.013, -0.919], [-3.535, 1.893, -2.343], [-4.540, 2.302, -3.035], [-3.156, 0.720, -2.460], [1.451, 2.939, 1.128], [-0.172, 4.471, 0.822], [-2.152, 5.720, 0.038], [-3.745, 4.635, -1.534], [-4.788, 3.230, -2.918], [3.874, -1.016, 3.933], [3.299, -1.882, 2.793], [3.880, -3.306, 2.883], [1.785, -1.934, 2.941], [1.219, -2.482, 4.088], [-0.147, -2.492, 4.295], [-0.985, -1.939, 3.345], [-0.466, -1.423, 2.160], [-1.666, -0.735, 0.965], [-2.870, -2.039, 0.500], [-3.700, -2.721, 1.385], [-4.642, -3.620, 0.908], [-4.802, -3.821, -0.456], [-4.004, -3.131, -1.355], [-3.039, -2.258, -0.877], [-2.662, 0.430, 1.947], [-3.960, 0.713, 1.507], [-4.748, 1.618, 2.199], [-4.245, 2.254, 3.327], [-2.947, 1.999, 3.750], [-2.151, 1.096, 3.060], [0.924, -1.431, 1.971], [1.389, -0.922, 0.781], [2.734, -0.795, 0.575], [3.131, -0.165, -0.616], [4.477, -0.059, -0.957], [5.431, -0.551, -0.086], [5.032, -1.123, 1.111], [3.689, -1.258, 1.466], [1.917, 0.429, -1.766], [2.230, 1.911, -2.708], [3.106, 2.910, -2.284], [3.107, 4.126, -2.947], [2.250, 4.342, -4.019], [1.391, 3.335, -4.450], [1.373, 2.116, -3.797], [1.309, -0.910, -2.779], [1.967, -1.210, -3.971], [1.578, -2.323, -4.701], [0.545, -3.131, -4.243], [-0.107, -2.833, -3.052], [0.282, -1.731, -2.310], [3.593, -1.426, 4.902], [3.502, 0.009, 3.876], [4.963, -0.996, 3.889], [3.664, -3.753, 3.852], [4.964, -3.287, 2.773], [3.461, -3.947, 2.107], [1.867, -2.902, 4.846], [-0.562, -2.915, 5.199], [-2.046, -1.889, 3.537], [-3.632, -2.559, 2.450], [-5.262, -4.159, 1.612], [-5.551, -4.511, -0.821], [-4.133, -3.277, -2.419], [-2.374, -1.811, -1.638], [-4.367, 0.188, 0.648], [-5.763, 1.814, 1.879], [-4.871, 2.937, 3.886], [-2.561, 2.492, 4.632], [-1.143, 0.886, 3.398], [4.766, 0.404, -1.893], [6.481, -0.476, -0.333], [5.789, -1.481, 1.795], [3.791, 2.729, -1.465], [3.781, 4.910, -2.630], [2.265, 5.293, -4.535], [0.741, 3.499, -5.300], [0.727, 1.319, -4.143], [2.769, -0.577, -4.333], [2.084, -2.565, -5.625], [0.261, -4.009, -4.807], [-0.899, -3.479, -2.693], [-0.135, -1.556, -1.319]],
  "forces_ev_per_a": [[0.55, -0.69, 0.23], [-0.11, 0.08, 0.09], [0.20, -0.48, -0.16], [0.39, 0.67, 0.12], [-0.48, 0.01, -0.08], [0.11, -0.19, -0.02], [0.01, 0.05, 0.05], [-0.17, -0.20, -0.12], [0.14, 0.17, 0.22], [0.26, 0.85, -0.04], [0.18, 0.00, 0.28], [-0.17, -0.08, -0.18], [-0.97, 0.06, -1.06], [0.07, -0.02, -0.03], [-0.02, 0.08, -0.03], [0.01, -0.02, 0.04], [0.02, 0.04, 0.02], [0.03, 0.08, 0.08], [-0.01, -0.05, -0.06], [0.12, -0.09, 0.20], [-0.07, 0.05, -0.06], [0.01, 0.07, -0.23], [0.00, 0.04, -0.04], [-0.12, -0.01, 0.06], [0.08, -0.03, -0.01], [0.11, 0.21, -0.43], [-0.33, -0.55, 0.85], [0.21, 0.16, -0.07], [-0.07, -0.05, -0.04], [0.01, 0.03, 0.12], [0.04, 0.03, -0.05], [-0.07, 0.00, -0.24], [0.18, 0.22, 0.38], [-0.06, 0.02, -0.09], [0.11, -0.03, 0.03], [-0.01, 0.06, 0.00], [0.03, -0.01, 0.00], [-0.03, 0.09, 0.05], [0.07, -0.09, -0.14], [-0.12, -0.23, 0.39], [0.03, 0.07, -0.11], [0.29, -0.06, 0.04], [-0.37, 0.38, -0.25], [0.01, 0.08, 0.00], [0.09, 0.04, -0.06], [-0.07, 0.04, -0.05], [-0.19, -0.03, -0.01], [-0.21, -0.26, -0.01], [0.06, -0.57, 0.19], [0.11, -0.05, 0.01], [0.08, 0.08, 0.05], [0.00, -0.07, 0.00], [-0.06, -0.01, -0.03], [0.06, 0.06, -0.05], [0.06, 0.24, 0.04], [-0.04, 0.15, 0.03], [-0.03, -0.09, -0.01], [0.04, 0.01, -0.02], [-0.05, -0.05, 0.02], [0.02, 0.05, 0.00], [0.02, 0.00, 0.01], [0.01, 0.00, 0.00], [-0.01, 0.03, 0.01], [-0.01, 0.00, 0.01], [0.00, -0.02, 0.00], [0.03, -0.02, 0.00], [0.01, 0.01, 0.01], [0.02, 0.02, 0.01], [-0.03, -0.02, 0.02], [0.01, 0.03, 0.02], [-0.02, 0.00, -0.03], [0.01, -0.01, 0.00], [0.03, -0.01, 0.00], [0.00, -0.17, -0.05], [-0.08, -0.01, 0.03], [0.00, -0.03, -0.02], [0.01, 0.01, -0.01], [0.01, -0.01, 0.00], [-0.03, 0.00, 0.08], [0.06, 0.00, 0.04], [0.00, -0.02, 0.01], [0.01, -0.01, 0.00], [-0.06, 0.06, 0.06], [0.02, -0.03, -0.02], [0.00, 0.00, 0.00], [0.04, 0.01, -0.01], [-0.05, 0.06, 0.00], [0.00, -0.04, -0.02], [0.01, 0.01, 0.00], [-0.03, 0.02, -0.02], [0.03, -0.02, 0.02], [0.05, -0.12, 0.03]]
}

***

{
  "formula": "C46H38BrN3OPSSiY",
  "method": "the ωB97M-V functional and the def2-TZVPD basis",
  "gap_ev": 5.679,
  "max_force_ev_per_a": 4.08,
  "de_lowest_kcal_mol": 34.8,
  "energy_ha": -5656.65218,
  "symbols": ["Y", "Br", "C", "C", "C", "C", "O", "C", "C", "N", "C", "C", "C", "C", "C", "C", "C", "C", "N", "C", "C", "H", "H", "H", "H", "H", "H", "H", "H", "H", "H", "C", "Si", "C", "C", "C", "C", "C", "C", "N", "C", "S", "H", "H", "H", "H", "H", "H", "H", "H", "H", "H", "H", "H", "C", "C", "C", "C", "C", "C", "P", "C", "C", "C", "C", "C", "C", "C", "C", "C", "C", "C", "C", "C", "C", "C", "C", "H", "H", "H", "H", "H", "H", "H", "H", "H", "H", "H", "H", "H", "H", "H", "H"],
  "xyz": [[11.889, 12.243, 15.489], [18.150, 16.391, 13.700], [16.718, 15.151, 13.633], [17.097, 13.925, 14.148], [16.146, 12.915, 14.374], [14.750, 13.283, 14.329], [13.917, 12.359, 14.720], [14.379, 14.523, 13.745], [13.037, 15.023, 13.720], [11.991, 14.663, 14.437], [11.003, 15.573, 14.619], [11.029, 16.949, 14.225], [10.190, 17.859, 14.833], [9.079, 17.484, 15.590], [8.898, 16.096, 15.930], [7.845, 15.625, 16.740], [7.904, 14.252, 17.076], [8.865, 13.430, 16.552], [9.857, 13.850, 15.781], [9.872, 15.191, 15.474], [15.428, 15.369, 13.259], [18.160, 13.670, 14.364], [16.441, 11.929, 14.673], [12.936, 15.911, 13.070], [11.734, 17.288, 13.425], [10.244, 18.899, 14.494], [8.363, 18.218, 16.066], [7.047, 16.335, 17.088], [7.055, 13.916, 17.670], [8.735, 12.352, 16.702], [15.165, 16.169, 12.562], [14.469, 9.402, 20.239], [12.640, 9.861, 20.480], [11.658, 8.477, 19.761], [12.380, 9.890, 22.318], [12.215, 11.533, 19.645], [12.007, 12.712, 20.388], [11.947, 13.961, 19.733], [12.242, 14.011, 18.357], [12.265, 12.875, 17.664], [12.406, 11.627, 18.254], [12.751, 10.296, 17.168], [15.225, 10.296, 20.254], [14.424, 9.051, 19.222], [14.887, 8.609, 20.821], [12.192, 7.552, 20.086], [11.716, 8.405, 18.640], [10.560, 8.412, 19.939], [12.875, 8.962, 22.668], [11.352, 9.913, 22.703], [12.872, 10.792, 22.807], [11.815, 12.647, 21.449], [11.666, 14.863, 20.273], [12.447, 14.950, 17.867], [11.956, 15.715, 9.340], [10.817, 15.512, 10.159], [10.833, 14.432, 11.055], [11.843, 13.465, 11.053], [12.989, 13.782, 10.253], [13.039, 14.878, 9.490], [11.780, 12.069, 12.174], [12.752, 10.750, 11.459], [13.974, 10.359, 12.041], [14.688, 9.333, 11.452], [14.225, 8.694, 10.272], [12.955, 9.026, 9.770], [12.233, 10.117, 10.345], [10.058, 11.565, 12.193], [9.429, 11.649, 11.015], [8.051, 11.231, 10.909], [7.365, 10.842, 12.019], [7.979, 10.730, 13.328], [7.418, 10.229, 14.489], [8.179, 9.912, 15.561], [9.611, 9.952, 15.428], [10.135, 10.813, 14.529], [9.455, 10.972, 13.347], [12.008, 16.519, 8.590], [10.056, 16.324, 10.214], [10.035, 14.331, 11.788], [13.758, 13.030, 10.113], [13.968, 15.121, 8.989], [14.341, 10.878, 12.901], [15.622, 9.144, 11.906], [14.917, 7.905, 9.879], [12.452, 8.418, 9.030], [11.405, 10.446, 9.788], [9.952, 12.060, 10.130], [7.627, 11.147, 9.934], [6.330, 10.481, 11.907], [6.331, 10.064, 14.552], [7.616, 9.347, 16.270], [10.275, 9.407, 16.082]],
  "forces_ev_per_a": [[-0.08, 0.31, -2.30], [-0.21, 0.59, -0.67], [0.64, 0.03, 0.11], [-0.27, -2.97, 0.85], [0.08, 2.59, -0.32], [0.68, -2.03, 0.06], [0.10, 1.12, 0.04], [0.35, -0.55, -0.15], [-0.61, 0.45, -0.17], [2.61, -1.17, -0.54], [-2.27, 3.20, 0.59], [1.21, -2.32, -0.42], [-2.55, 0.99, -0.33], [0.12, 0.05, 0.83], [0.26, 1.54, -0.41], [0.46, -1.28, 0.36], [-2.51, 3.20, 0.28], [0.58, -1.10, -0.65], [-0.61, 0.23, 0.51], [1.76, -1.31, -0.74], [-0.89, 0.57, -0.22], [-0.90, 0.49, -0.30], [-0.08, -0.27, 0.27], [0.12, -0.36, 0.33], [-0.58, -0.15, 1.18], [0.16, -0.27, 0.40], [1.01, -0.76, -0.86], [0.89, -0.99, -0.29], [0.50, -0.52, -0.06], [0.50, 0.27, 0.03], [0.03, 0.21, 0.70], [0.57, 2.48, -0.70], [0.27, 0.34, 0.12], [-0.51, -1.43, -1.46], [0.23, 1.03, 1.13], [1.10, -0.27, 1.02], [-0.64, -0.07, -1.59], [0.47, -0.16, -0.23], [-1.08, -0.97, 2.03], [1.46, -0.40, 0.16], [-0.87, 1.27, -0.13], [-0.09, 0.53, 0.30], [-1.49, -1.55, 0.02], [0.46, -0.16, -0.65], [-0.03, -0.50, 0.70], [-0.70, 0.36, 0.11], [0.19, 0.37, 1.08], [0.84, 0.07, 0.45], [-0.24, 0.53, 0.11], [0.10, -0.20, -0.30], [-0.24, -1.17, -0.55], [0.07, 0.03, 0.11], [0.48, -0.09, -0.04], [-0.44, 0.08, -0.41], [-1.27, 0.68, 0.31], [1.08, 0.77, 0.04], [-0.43, 0.36, 0.12], [0.88, 1.18, -1.42], [-1.14, -3.03, 1.56], [0.58, 1.63, -1.33], [0.61, 0.76, 2.65], [-0.16, 0.09, -0.37], [-1.08, -0.25, -1.07], [-0.92, 0.69, -1.04], [0.34, -0.35, 0.98], [0.27, 0.46, 1.00], [2.68, -2.04, -0.54], [0.54, -0.35, -0.03], [-1.98, -0.06, -1.52], [1.29, 0.20, 0.54], [-0.64, -0.68, 0.89], [2.81, 0.24, -2.54], [-1.87, 0.79, -0.41], [1.43, -1.89, -0.69], [-2.42, 0.04, 1.95], [3.23, -0.40, -0.42], [-3.49, 1.68, -0.44], [-0.15, -0.25, 0.63], [0.38, -1.09, -0.17], [-0.11, 0.00, -0.27], [0.24, 0.10, 0.52], [-0.08, -0.16, -0.34], [0.09, 0.15, 0.48], [1.01, -0.70, 0.08], [-1.17, 0.67, 0.04], [0.34, 0.19, -0.40], [-1.26, 0.36, -0.04], [-0.57, -0.38, 0.54], [-0.49, 0.18, -0.46], [0.43, 0.29, 0.07], [0.47, 0.17, -0.16], [0.30, -0.24, 1.09], [-0.16, 0.26, 0.77]]
}